Entry 1:
14
Properties=species:S:1:pos:R:3:forces:R:3:lowdin_charge:R:1 method="wB97M-V/def2-TZVPD" de_lowest_kj_mol=422.1 multiplicity=1 total_energy_ha=-307.55165 gap_ev="7.38 / 7.38"
C -1.086546 0.583455 1.221562 0.38 0.42 0.28 -0.03
O -0.501642 1.515143 -1.000794 -0.06 -0.23 -0.32 -0.03
H -0.422524 1.217547 1.778792 0.25 0.30 -0.10 0.04
H 1.848527 0.675996 -0.499756 0.10 0.01 -0.04 0.10
H -0.397454 1.202035 -1.914152 -0.06 0.22 0.24 0.10
H -1.710603 -0.172954 -0.619870 0.03 0.08 0.01 0.16
H 2.363518 -0.960676 0.034851 -0.13 0.06 0.01 0.09
C -0.862895 0.392881 -0.200885 0.20 -0.54 -0.54 -0.48
H -0.673044 -1.578125 1.192012 0.26 -0.52 -0.73 0.13
C 1.617211 -0.388232 -0.516550 0.15 0.41 0.29 0.01
H -2.113507 0.589057 1.555011 -0.05 -0.31 0.19 0.04
O 0.040074 -1.778160 0.524588 -0.81 -0.40 0.79 0.06
H 1.652943 -0.703992 -1.569007 -0.18 0.02 0.15 0.11
C 0.242597 -0.580810 0.012265 -0.09 0.49 -0.23 -0.29

Entry 2:
14
Properties=species:S:1:pos:R:3:forces:R:3:lowdin_charge:R:1 method="wB97M-V/def2-TZVPD" de_lowest_kj_mol=356.3 multiplicity=1 total_energy_ha=-307.57672 gap_ev=10.60 smiles=COC[C@H]1CO1
O 0.441467 -2.018580 -0.996132 -1.98 -0.21 0.57 -0.08
C -0.204049 -0.294511 0.579652 2.50 -0.57 -0.18 -0.24
H -0.500488 -0.605247 1.596313 0.05 0.04 -0.35 0.14
C -0.181528 -1.086004 -1.802754 0.21 0.96 -1.24 -0.22
H 0.278287 1.550340 2.364731 -0.08 -0.04 -0.23 0.09
C -0.792634 -1.074289 -0.496240 0.41 -2.52 -0.42 -0.12
H -1.648787 -1.691785 -0.292409 -0.26 -0.15 -0.28 0.14
H 0.470164 2.794948 1.099285 0.08 0.02 0.14 0.09
C 0.561929 1.731847 1.315313 0.21 0.51 0.12 -0.12
H 0.831096 -0.735086 0.264091 -0.64 1.58 2.00 0.16
H -0.725373 -1.466130 -2.656975 -0.24 -0.12 -0.09 0.12
O -0.280145 1.080426 0.399908 -0.22 0.26 0.13 -0.16
H 0.432604 -0.233057 -2.059744 0.12 0.28 -0.10 0.12
H 1.613689 1.429919 1.196279 -0.18 -0.03 -0.07 0.09

Entry 3:
14
Properties=species:S:1:pos:R:3:forces:R:3:lowdin_charge:R:1 method="wB97M-V/def2-TZVPD" de_lowest_kj_mol=537.3 multiplicity=1 total_energy_ha=-307.50777 gap_ev="7.23 / 8.11"
H 0.818345 2.083333 -1.105441 0.25 -0.02 0.07 0.11
H -1.800264 -1.717221 -0.384544 0.14 0.11 0.03 0.10
O 1.391386 1.556965 -0.524734 -0.05 0.15 -0.13 -0.01
H 1.193677 -0.648449 1.814781 -0.05 0.07 -0.17 0.10
C 1.092303 -0.468909 0.746845 0.34 -0.14 0.14 0.03
H -1.671751 -0.547825 1.006120 0.07 -0.07 -0.14 0.11
C -0.619416 0.154871 -0.785685 0.47 -0.49 0.29 -0.59
O -1.576462 0.919096 -1.166211 -0.32 0.42 -0.19 -0.01
C -1.217128 -0.920560 0.084295 0.01 -0.15 0.18 0.06
C 0.521331 0.769893 0.236445 -0.51 -0.03 -0.04 -0.40
H 0.030616 -0.309740 -1.570068 -0.19 0.12 0.03 0.15
H 1.858851 -0.928124 0.121512 -0.09 0.07 0.13 0.11
H -0.003380 -1.288456 0.525697 -0.19 -0.01 -0.10 0.10
H -0.018106 1.345122 1.000994 0.12 -0.02 -0.12 0.15

Entry 4:
14
Properties=species:S:1:pos:R:3:forces:R:3:lowdin_charge:R:1 method="wB97M-V/def2-TZVPD" de_lowest_kj_mol=312.9 multiplicity=1 total_energy_ha=-307.59325 gap_ev=9.98 smiles="C[C@H](C=O)CO"
C 0.047014 1.431584 0.746005 0.22 -0.41 -0.43 -0.07
O 1.925213 0.632938 -0.930686 2.17 0.80 -1.52 -0.03
C 1.280865 -0.377358 -1.023464 0.13 2.81 1.66 -0.12
O -1.052665 -2.041540 -0.150753 0.02 -0.37 -0.38 -0.05
H 1.727327 -1.027368 -1.904118 -1.89 -0.26 1.61 0.15
C 0.212543 -0.069607 0.312091 0.03 -1.00 -0.69 -0.27
C -1.131335 -0.651662 0.022846 -0.29 0.22 0.21 -0.31
H -0.349580 -2.171344 -0.801061 -0.21 -0.33 0.11 0.07
H -1.523041 -0.137490 -0.873270 -0.13 -0.19 0.17 0.13
H -0.619111 1.477472 1.632509 0.32 -0.38 -0.45 0.09
H 0.978592 1.924573 1.035489 -0.08 -0.30 -0.23 0.07
H -0.434208 2.045456 -0.024610 0.17 -0.21 -0.02 0.08
H 0.754972 -0.583750 1.110766 -0.37 -0.22 0.00 0.13
H -1.816586 -0.451904 0.848256 -0.09 -0.15 -0.04 0.12